Record 1
Formula: C24H36ClF6INO12PS
Source: the Open Molecules 2025 dataset
Level of theory: ωB97M-V/def2-TZVPD

Geometry as XYZ:
```
83
Properties=species:S:1:pos:R:3:forces:R:3:lowdin_charge:R:1
C 2.13758 -0.05123 2.96397 -0.4 0.2 0.7 -0.04
C 0.85383 0.60310 2.47051 0.6 -0.6 -0.1 -0.22
C 0.83991 1.98720 2.37591 0.4 0.6 0.0 -0.04
C -0.26533 2.69466 1.94512 -0.5 0.2 -0.2 -0.07
C -1.40459 1.96981 1.62806 -0.1 0.4 -0.1 -0.08
C -1.39500 0.59420 1.72588 -1.0 -0.5 -0.4 -0.08
C -0.28719 -0.13321 2.12389 1.0 0.1 0.5 -0.19
C -0.30081 -1.66594 2.18354 -0.9 1.0 -0.3 -0.11
C -0.66619 -2.20846 0.77755 -0.3 0.2 -0.1 -0.38
N -2.01175 -2.84256 0.66275 1.0 0.1 -1.0 0.11
C -1.97043 -3.67818 -0.50223 -0.6 0.1 0.6 -0.49
O -2.88665 -4.34920 -0.87691 0.7 0.4 -0.1 0.13
C -0.54369 -3.52271 -1.16474 -0.2 -1.2 -1.4 -0.35
C -0.54849 -2.35851 -2.26511 0.1 1.4 2.0 -0.09
C -1.94293 -1.72969 -2.42578 -1.0 -0.7 -1.4 -0.72
O -2.80770 -2.21538 -3.08729 0.8 0.4 0.5 0.08
Cl -2.30415 -0.15587 -1.61917 0.6 -0.5 -0.1 0.74
P -0.23201 -5.06000 -2.17985 -0.7 -2.4 -0.1 0.26
O -1.30151 -4.92730 -3.39870 0.9 1.0 0.4 -0.19
O 1.23509 -5.00827 -2.91749 -1.3 1.2 0.8 -0.19
S -0.53558 -6.73383 -1.29408 0.5 0.1 0.1 0.34
C 0.29670 -3.25426 0.10845 -0.3 1.3 0.8 -0.57
I 0.35735 -4.81593 1.62952 0.3 -0.2 -0.5 1.13
C 1.65320 -2.53535 -0.05400 -0.4 0.0 -0.3 -0.25
O 1.69370 -1.32771 -0.08615 0.2 -0.5 -0.2 0.18
C 3.00849 -3.27955 -0.14589 0.0 -0.2 1.2 -0.39
F 2.95576 -4.41674 -0.85215 -0.1 0.3 -0.3 0.14
F 3.34465 -3.64964 1.12340 0.0 0.3 -0.1 0.09
C 4.17305 -2.35699 -0.61961 0.2 -1.2 -0.2 -0.36
F 4.43171 -1.41461 0.28341 -0.3 0.2 -0.2 0.18
F 5.26414 -3.16163 -0.64841 -0.2 0.0 -0.1 0.15
C 3.97263 -1.81470 -2.07028 0.4 1.0 -0.2 -0.33
F 3.11075 -2.57073 -2.79447 -0.1 -0.3 0.5 0.13
F 5.16549 -1.88558 -2.70129 -0.1 0.1 0.0 0.16
C 3.53844 -0.32703 -2.16608 -0.9 1.5 0.2 -0.38
O 4.07574 0.58240 -1.60682 0.3 -1.0 -0.3 0.19
O 2.47558 -0.09982 -3.01556 1.1 -1.0 -0.1 0.10
H 2.07855 -0.09979 4.06522 0.1 -0.1 -0.3 0.09
H 2.29291 -1.07538 2.61591 0.1 0.3 -0.1 0.05
H 3.01320 0.56568 2.73613 -0.2 -0.2 -0.1 0.08
H 1.74605 2.54022 2.62375 -0.1 -0.1 0.0 0.11
H -0.27567 3.78644 1.83832 0.2 -0.7 0.3 0.08
H -2.29769 2.49054 1.28783 0.1 -0.2 0.1 0.11
H -2.31334 0.07453 1.43377 0.2 0.0 0.2 0.10
H -1.09961 -1.91577 2.89550 0.3 -0.4 -0.2 0.13
H 0.64031 -2.04805 2.57745 -0.2 -0.1 -0.2 0.06
H -0.74345 -1.32586 0.12756 0.6 -0.2 0.1 0.08
H -2.65561 -2.07779 0.45832 -0.5 -0.4 0.4 0.12
H 0.09549 -1.54968 -1.88604 0.0 -0.3 -0.3 0.10
H -0.16582 -2.69370 -3.23083 -0.4 0.1 0.1 0.12
H -1.00275 -5.46049 -4.14859 -0.1 -0.1 0.0 0.09
H 1.47134 -4.06510 -2.95634 0.6 -0.3 -0.4 0.04
H 2.77652 0.64962 -3.55043 -0.5 0.3 0.2 0.13
C 1.67845 6.01326 3.52515 -0.2 0.1 -0.3 -0.13
O 1.03158 5.36931 2.43718 0.5 -0.1 0.2 -0.15
H 2.00590 5.25047 4.22823 0.0 0.0 0.0 0.08
H 2.54821 6.57437 3.17215 0.0 0.0 0.2 0.08
H 0.98484 6.69257 4.02858 0.1 0.0 0.1 0.08
H 0.74966 6.05542 1.82984 0.2 0.2 -0.1 0.03
C -4.11058 -7.63572 1.20854 0.3 0.0 -0.2 -0.16
O -3.07517 -8.50186 0.76099 -0.1 -0.1 0.1 -0.14
H -4.75662 -8.19632 1.88116 0.0 -0.1 0.0 0.07
H -3.68743 -6.78256 1.74633 -0.2 0.1 0.0 0.07
H -4.70029 -7.27781 0.36067 -0.1 0.1 0.1 0.08
H -2.51521 -7.99056 0.16911 0.1 0.0 -0.1 0.00
C -2.13835 1.80854 -4.78444 0.3 0.3 0.1 -0.17
O -1.63496 2.51540 -3.65366 -0.1 -0.1 0.0 -0.15
H -2.94791 1.16084 -4.45645 0.0 0.0 0.1 0.07
H -2.51840 2.51635 -5.52544 -0.1 -0.2 -0.1 0.08
H -1.34561 1.19843 -5.22715 -0.1 -0.1 -0.1 0.07
H -0.92252 3.07903 -3.96613 0.0 0.0 0.1 0.07
C 0.32768 7.11865 -0.81193 0.2 0.2 0.0 -0.14
O 0.79216 7.87122 0.31217 -0.2 -0.3 0.0 -0.13
H -0.40728 6.39517 -0.46312 0.0 0.0 0.0 0.08
H -0.14186 7.78122 -1.54208 -0.1 -0.1 -0.1 0.08
H 1.15846 6.58591 -1.27930 -0.1 -0.1 -0.1 0.08
H 1.43922 8.50226 -0.01371 0.0 0.0 0.1 0.08
C -2.72545 6.95795 2.80801 0.2 0.0 -0.2 -0.14
O -1.69537 6.10978 2.30953 -0.3 0.0 0.0 -0.13
H -3.35516 6.37249 3.47344 0.1 -0.1 0.0 0.08
H -2.29279 7.79281 3.36545 -0.1 0.0 0.0 0.08
H -3.33394 7.34317 1.98539 -0.1 0.1 0.1 0.08
H -1.15146 6.64402 1.72408 0.0 0.1 0.0 0.04
```
Positions in Å, forces in eV/Å.

The HOMO energy is -8.689 eV. Its structure (SMILES) is Cc1ccccc1C[C@@H]1NC(=O)[C@](CC(=O)Cl)(P(O)(O)=S)[C@@]1(I)C(=O)C(F)(F)C(F)(F)C(F)(F)C(=O)O.CO.CO.CO.CO.CO. The largest force on an atom is 2.539 eV Å⁻¹. As for the total charge: 0. The LUMO energy comes out at -0.99 eV. Its HOMO-LUMO gap is 0.2830 hartree.

Record 2
Formula: C24H36ClN8OS
Source: the Open Molecules 2025 dataset
Level of theory: ωB97M-V/def2-TZVPD

Geometry as XYZ:
```
71
Properties=species:S:1:pos:R:3:forces:R:3:lowdin_charge:R:1
N 7.20073 -2.39918 1.33049 -0.2 0.6 0.0 -0.01
C 5.97594 -1.59215 1.41377 0.3 -0.4 -0.7 -0.28
C 5.35746 -1.40660 0.01153 -1.0 -0.6 1.1 -0.18
C 3.81605 -1.53404 0.09585 0.6 0.6 -0.5 -0.19
C 3.12156 -0.85138 -1.10493 0.2 -0.2 0.4 -0.18
C 2.15202 0.27968 -0.72380 -0.3 -0.4 0.0 -0.15
C 1.20332 -0.12848 0.36087 0.4 0.4 0.2 -0.21
C 1.41821 0.31180 1.65935 -0.1 -0.2 0.0 0.01
C 0.59357 -0.10474 2.67838 0.1 0.0 -0.3 0.02
C -0.45128 -0.96287 2.39782 0.0 0.0 -0.3 0.02
C -0.67554 -1.39608 1.10618 -0.1 0.1 0.3 -0.20
C -1.80379 -2.34488 0.79671 0.0 0.1 0.4 -0.12
C -1.76797 -3.49228 1.78706 -0.5 0.6 0.0 -0.81
O -1.03880 -4.39284 1.65583 0.9 -1.2 0.0 0.12
Cl -2.87450 -3.42661 3.16174 -0.1 0.2 0.1 0.73
N 0.15320 -0.95964 0.10312 -0.3 0.3 0.3 -0.25
S -0.12334 -1.46653 -1.53976 0.3 -0.5 -0.4 0.99
H 6.94219 -3.36772 1.20724 0.2 -0.1 0.1 0.06
H 7.74058 -2.30356 2.17951 0.1 -0.2 0.0 0.06
H 5.23569 -2.07129 2.05715 -0.2 0.1 0.2 0.10
H 6.20858 -0.61331 1.81794 0.1 0.1 0.2 0.11
H 5.59478 -0.43398 -0.39002 0.4 0.1 -0.3 0.07
H 5.71497 -2.21911 -0.60950 0.3 0.2 -0.4 0.11
H 3.52473 -1.09198 1.04584 -0.3 0.1 0.1 0.09
H 3.55207 -2.58628 0.12504 -0.1 -0.2 0.2 0.11
H 3.88874 -0.41139 -1.73097 0.1 0.1 -0.2 0.09
H 2.63110 -1.59929 -1.71313 -0.3 0.0 -0.2 0.08
H 2.72045 1.13124 -0.36900 0.1 0.1 0.2 0.13
H 1.57095 0.60296 -1.58202 0.1 0.0 -0.3 0.07
H 2.24231 0.96440 1.88948 0.2 0.1 -0.1 0.10
H 0.77723 0.22501 3.68508 0.0 0.1 0.2 0.10
H -1.08272 -1.27430 3.20905 -0.3 -0.3 0.0 0.11
H -2.75499 -1.82463 0.81147 -0.2 0.1 0.0 0.13
H -1.65330 -2.81971 -0.15897 -0.1 0.0 -0.3 0.07
H -0.93312 -0.47838 -1.95606 0.0 0.2 0.4 -0.07
C -0.59362 2.15373 -4.45267 -0.2 0.3 0.0 -0.08
C 0.32554 1.03524 -4.30879 0.0 0.0 -0.1 -0.28
N 1.04483 0.14657 -4.19437 0.0 0.1 0.1 0.14
H -0.12969 3.08606 -4.13515 0.1 -0.1 0.0 0.08
H -0.91027 2.26883 -5.48807 0.1 -0.1 0.0 0.09
H -1.48782 2.01039 -3.84760 0.0 0.0 0.0 0.07
C 4.65861 2.49476 -3.21872 -0.2 0.2 -0.1 -0.07
C 5.73926 1.70652 -2.64715 0.1 0.0 0.0 -0.27
N 6.59075 1.08337 -2.19614 -0.1 0.0 0.0 0.15
H 3.73023 1.92279 -3.23216 0.0 -0.1 0.0 0.06
H 4.49676 3.40364 -2.64091 0.1 0.0 0.1 0.08
H 4.89259 2.78081 -4.24258 0.1 0.0 0.0 0.09
C -6.43592 -2.95919 2.67336 0.2 0.0 0.3 -0.08
C -7.21799 -2.76861 1.46372 0.0 0.0 0.0 -0.26
N -7.82410 -2.61895 0.50165 0.0 0.0 0.0 0.14
H -6.99778 -3.51564 3.42178 -0.1 0.0 -0.1 0.09
H -5.52215 -3.51017 2.46188 -0.1 0.0 -0.1 0.02
H -6.15722 -2.00137 3.11057 -0.1 0.1 -0.1 0.08
C -1.89008 5.72091 -5.52741 0.1 0.2 -0.2 -0.06
C -2.45194 5.02804 -4.37752 -0.1 0.1 0.0 -0.29
N -2.90305 4.49052 -3.46963 0.1 -0.1 0.0 0.14
H -1.22458 6.52079 -5.20748 0.0 0.0 0.1 0.09
H -1.32285 5.03632 -6.15631 0.0 -0.1 0.0 0.08
H -2.68014 6.15984 -6.13381 -0.1 0.0 0.1 0.09
C -10.75895 -0.83515 -0.11423 0.1 -0.3 -0.2 -0.08
C -11.08418 0.36435 0.63995 0.0 0.0 0.0 -0.29
N -11.34124 1.30912 1.23796 0.0 0.0 0.0 0.12
H -10.55466 -0.59765 -1.15680 0.0 0.1 0.0 0.08
H -9.87759 -1.32644 0.29292 0.0 0.1 0.0 0.03
H -11.58160 -1.54804 -0.08956 -0.1 0.1 0.1 0.08
C 2.33536 1.32171 6.75021 -0.1 0.0 0.3 -0.06
C 2.59986 1.59718 5.34687 0.2 0.0 0.0 -0.26
N 2.83624 1.81625 4.24506 -0.2 -0.1 -0.1 0.15
H 1.70195 2.09508 7.18112 0.0 0.0 -0.1 0.09
H 1.83386 0.36256 6.86937 0.0 0.0 -0.1 0.08
H 3.26511 1.28992 7.31518 0.1 0.0 -0.1 0.09
```
Positions in Å, forces in eV/Å.

The HOMO energy is -10.914 eV. The largest force on an atom is 1.567 eV Å⁻¹. As for the total charge: +1. The LUMO energy comes out at -4.06 eV. Its HOMO-LUMO gap is 0.2517 hartree.

Record 3
Formula: C24H36FO18
Source: the Open Molecules 2025 dataset
Level of theory: ωB97M-V/def2-TZVPD

Geometry as XYZ:
```
79
Properties=species:S:1:pos:R:3:forces:R:3:lowdin_charge:R:1
F 26.68440 -25.05871 -9.74332 0.0 0.0 0.0 -0.96
C 23.22369 -27.95883 -8.51491 0.1 -0.6 0.5 -0.02
C 23.22274 -27.98753 -10.01545 0.2 3.5 1.2 -0.35
C 24.28579 -28.77678 -10.72573 -0.5 0.4 0.3 -0.12
O 23.51138 -29.72426 -11.37921 -2.7 -1.8 -1.2 0.04
C 22.13317 -29.52218 -11.18175 -1.5 -3.1 0.0 -0.45
O 21.24607 -30.34535 -11.49592 3.4 3.2 0.6 0.09
O 21.93557 -28.41214 -10.43887 0.4 -1.5 -1.4 0.09
H 24.21574 -27.69190 -8.15064 0.0 -0.1 0.1 0.09
H 22.91230 -28.94615 -8.17384 0.4 -0.2 0.3 0.09
H 22.50049 -27.28063 -8.06201 0.0 0.3 -0.4 0.09
H 23.35305 -26.95970 -10.35410 -0.3 0.2 0.0 0.15
H 24.96561 -29.26297 -10.02604 0.2 0.1 -0.2 0.14
H 24.76149 -28.14807 -11.47842 0.5 -0.2 0.3 0.14
C 26.31617 -20.89044 -4.19665 0.9 -1.5 -0.1 -0.01
C 27.55825 -21.85127 -4.03078 -0.8 1.9 -0.6 -0.32
C 28.33665 -22.06111 -5.30261 -0.3 -0.4 -1.4 -0.08
O 29.71821 -21.68433 -5.03353 -1.0 -0.6 -0.4 0.09
C 29.77000 -21.18581 -3.79927 1.3 0.4 1.5 -0.54
O 30.78088 -20.81721 -3.22385 -2.3 -0.6 -1.2 0.13
O 28.51750 -21.18028 -3.26502 1.2 0.5 1.9 0.06
H 26.54008 -19.96348 -4.72459 0.4 -0.2 0.0 0.08
H 25.88000 -20.63370 -3.23128 0.0 -0.3 -0.1 0.08
H 25.64136 -21.48695 -4.81058 -0.5 0.3 0.1 0.08
H 27.25324 -22.80641 -3.60326 0.1 0.2 0.4 0.15
H 27.93366 -21.44623 -6.10736 0.3 0.2 0.0 0.13
H 28.21060 -23.09253 -5.63183 0.8 0.0 -0.1 0.14
C 24.93000 -20.38655 -11.64200 -0.1 -0.8 -0.4 -0.02
C 23.96309 -21.27260 -10.82408 2.2 1.7 -0.4 -0.30
C 24.17889 -21.04894 -9.33143 2.3 -2.9 -0.8 -0.15
O 22.90633 -20.91245 -8.85095 -1.9 1.4 1.2 0.09
C 22.05738 -20.61437 -9.85487 -2.6 0.7 -0.3 -0.52
O 20.88231 -20.29638 -9.74871 2.6 -0.7 0.2 0.12
O 22.68381 -20.73460 -11.03796 -1.2 -0.2 0.1 0.08
H 24.79458 -20.59513 -12.70325 0.1 0.0 -0.1 0.08
H 25.97420 -20.56878 -11.38796 0.0 -0.2 0.0 0.09
H 24.73304 -19.32239 -11.51210 -0.2 -0.1 0.3 0.09
H 24.01925 -22.33418 -11.06489 -0.1 0.1 -0.3 0.16
H 24.99085 -20.35858 -9.10291 -0.8 1.1 0.2 0.13
H 24.57103 -21.98643 -8.93715 0.1 -0.1 0.2 0.14
C 31.54591 -22.33119 -10.65105 -0.1 0.5 -0.6 -0.02
C 31.73526 -23.71912 -10.06261 -0.8 0.2 -1.1 -0.33
C 32.03551 -24.81026 -11.09916 0.2 0.1 0.5 -0.06
O 33.17991 -25.47518 -10.48992 0.1 -0.6 -1.3 0.05
C 33.80923 -24.69448 -9.60374 -0.2 0.3 1.2 -0.50
O 34.89044 -24.91591 -9.08802 -2.5 0.8 -1.2 0.13
O 32.92517 -23.66046 -9.30711 2.0 -0.4 0.9 0.05
H 30.61027 -22.04205 -11.12967 -0.6 -0.7 0.5 0.09
H 32.21818 -22.20386 -11.49954 0.6 0.2 0.3 0.08
H 31.72551 -21.58944 -9.87280 0.2 0.0 -0.1 0.09
H 30.88397 -24.01581 -9.44993 0.2 0.0 0.3 0.16
H 32.27326 -24.38816 -12.07558 0.6 0.0 0.1 0.12
H 31.22789 -25.51810 -11.28580 0.2 -0.1 0.5 0.13
C 27.95478 -27.52035 -15.92966 -0.3 -2.4 -0.4 -0.04
C 27.67154 -26.09650 -16.04140 -0.1 1.4 -0.7 -0.37
C 27.78058 -25.32336 -14.79287 0.2 0.0 3.3 -0.11
O 28.73872 -24.29219 -14.98187 0.5 0.3 -1.0 0.08
C 29.30131 -24.44133 -16.20518 -1.0 -0.6 -1.0 -0.50
O 30.09692 -23.72782 -16.73746 -0.4 -0.6 0.8 0.15
O 28.71600 -25.55043 -16.84150 1.1 1.7 0.1 0.06
H 27.93094 -27.93387 -16.93790 0.0 -0.2 -0.1 0.09
H 27.24034 -28.10451 -15.34964 -0.3 0.3 0.1 0.10
H 28.93649 -27.77762 -15.53196 0.1 0.5 0.1 0.10
H 26.72039 -25.82546 -16.49958 -0.1 -0.5 -0.4 0.16
H 28.14963 -25.96108 -13.98961 0.4 -0.1 0.1 0.13
H 26.88813 -24.91832 -14.31581 -0.2 0.3 -0.7 0.14
C 30.13709 -27.13095 -5.86081 -0.7 0.0 -0.5 -0.01
C 29.13605 -27.99169 -6.71242 1.6 2.3 -0.4 -0.30
C 29.68611 -28.68332 -7.97452 0.2 1.0 0.0 -0.06
O 29.31185 -30.03409 -7.75381 0.6 -0.6 -2.1 0.09
C 28.72011 -30.18859 -6.59466 -1.2 -4.0 1.2 -0.58
O 28.25408 -31.26025 -6.17850 1.2 3.0 -1.0 0.10
O 28.75989 -29.06195 -5.94920 -1.3 -0.5 3.2 0.10
H 30.95987 -27.69881 -5.42642 -0.3 -0.3 0.0 0.08
H 29.51835 -26.66928 -5.09132 0.2 -0.2 0.3 0.07
H 30.60429 -26.28916 -6.37191 -0.2 -0.1 -0.5 0.08
H 28.23632 -27.39316 -6.85502 0.1 0.1 -0.6 0.16
H 30.76615 -28.56349 -8.05968 0.2 -0.4 0.3 0.13
H 29.30117 -28.30192 -8.92028 -0.5 -0.2 0.2 0.14
```
Positions in Å, forces in eV/Å.

The HOMO energy is -5.320 eV. The largest force on an atom is 4.702 eV Å⁻¹. As for the total charge: -1. The energy above the lowest of the compared OMol25 structures with the same formula, charge and spin is 51.4 kcal/mol. The LUMO energy comes out at 1.88 eV. Its HOMO-LUMO gap is 0.2647 hartree.

For the records above, the corresponding E_tot values read -3990.33532 -2307.46536 -2390.36260 a.u..